(1)
The following is a DFT calculation (ωB97M-V/def2-TZVPD) of an isolated molecule of C7H10O2.

Each line ends with the Mulliken charge.
Geometry (Å):
C1 1.01 -0.56 1.04  -0.122
C2 1.74 -1.60 1.13  -0.682
C3 -1.15 -0.74 -2.71  -0.780
C4 -0.37 -0.44 -1.73  0.237
C5 -0.14 0.08 1.88  -0.381
C6 -1.00 0.93 0.92  -0.478
C7 0.06 1.26 -0.24  0.345
O1 0.74 2.43 -0.12  -0.535
O2 -0.17 0.91 -1.55  -0.422
H1 2.43 -1.86 0.31  0.240
H2 1.66 -2.35 1.91  0.291
H3 -1.31 -1.78 -3.02  0.257
H4 -1.69 0.06 -3.09  0.294
H5 0.22 -1.01 -0.99  0.158
H6 -0.72 -0.63 2.65  0.321
H7 0.38 0.74 2.63  0.220
H8 -1.74 0.23 0.31  0.207
H9 -1.61 1.75 1.24  0.455
H10 1.65 2.58 -0.58  0.374

The HOMO energy (alpha / beta) comes out at -7.5 / -7.5 eV. The calculation puts the energy above the lowest of the compared OMol25 structures with the same formula, charge and spin at 130.6 kcal/mol. As for the spin multiplicity: 1. The orbital gap (alpha / beta) comes out at 8.11 / 8.11 eV. Its net charge is 0. The electronic energy is -422.99173 Eh.

---

(2)
The following is a DFT calculation (ωB97M-V/def2-TZVPD) of a structure of composition C14H14MgN4O7S.

Each line ends with the Mulliken charge.
Geometry (Å):
Mg1 0.37 0.07 -0.06  1.419
O1 -2.41 2.99 0.75  -0.468
C1 -1.58 2.10 0.24  0.568
O2 -1.29 1.06 0.78  -0.602
C2 -1.07 2.50 -1.13  -0.461
O3 0.13 1.83 -1.43  -0.464
C3 0.09 1.17 -2.73  -0.491
C4 -0.80 -0.08 -2.65  0.623
O4 -1.41 -0.44 -3.64  -0.694
O5 -0.72 -0.67 -1.50  -0.789
H1 -2.73 2.63 1.59  0.389
H2 -0.94 3.58 -1.17  0.410
H3 -1.87 2.23 -1.84  0.448
H4 1.13 0.89 -2.93  0.305
H5 -0.25 1.86 -3.49  0.384
N1 5.74 5.25 -1.63  -0.532
C5 5.04 4.22 -1.03  1.063
C6 5.69 3.03 -0.67  -0.715
C7 4.99 1.99 -0.11  -0.591
C8 3.62 2.12 0.11  -0.294
C9 2.96 3.29 -0.24  -0.093
C10 3.67 4.33 -0.81  -0.896
S1 2.77 0.77 0.81  1.497
O6 1.44 1.30 1.24  -0.794
O7 3.57 0.19 1.85  -0.710
N2 2.46 -0.21 -0.40  -0.494
C11 2.30 -1.57 0.00  0.667
N3 3.26 -2.46 -0.24  -0.616
C12 2.98 -3.71 0.12  -0.147
C13 1.78 -4.09 0.71  -0.745
C14 0.85 -3.10 0.89  0.063
N4 1.10 -1.84 0.54  -0.342
H6 6.74 5.25 -1.53  0.217
H7 5.32 6.16 -1.61  0.220
H8 6.76 2.93 -0.84  0.287
H9 5.50 1.07 0.17  0.446
H10 1.90 3.38 -0.06  0.400
H11 3.15 5.25 -1.08  0.288
H12 3.75 -4.45 -0.07  0.421
H13 1.59 -5.11 1.00  0.373
H14 -0.13 -3.30 1.32  0.451

The HOMO energy comes out at -8.5 eV. The calculation puts the energy above the lowest of the compared OMol25 structures with the same formula, charge and spin at 0.0 kcal/mol. As for the spin multiplicity: 1. The orbital gap comes out at 8.71 eV. Its net charge is 0. The electronic energy is -1886.05289 Eh.

---

(3)
The following is a DFT calculation (ωB97M-V/def2-TZVPD) of the ion C14H24N5O with charge +1.

Each line ends with the Mulliken charge.
Geometry (Å):
O1 -4.27 -1.94 -0.15  -0.619
N1 -2.06 1.03 1.46  -0.925
N2 -0.86 1.04 1.04  -0.158
C1 -4.93 -1.66 0.87  0.657
C2 -2.14 0.65 -0.75  0.296
C3 -2.91 0.76 0.40  -0.140
N3 -4.97 -0.37 1.32  -0.144
N4 -0.86 0.80 -0.27  0.727
C4 -5.50 -2.80 1.73  -1.105
C5 -4.43 0.77 0.57  -0.895
C6 2.22 -0.36 1.28  -0.947
C7 0.94 -0.77 -0.84  -1.491
C8 2.39 1.15 1.23  -0.825
C9 1.34 1.80 -1.00  -1.547
C10 4.64 -0.06 -0.35  -0.932
C11 3.37 0.19 -2.26  -0.986
C12 0.30 0.61 -1.13  0.252
C13 2.33 -0.82 -0.17  0.221
C14 2.64 1.42 -0.25  0.083
N5 3.25 0.16 -0.80  0.205
H1 -2.47 0.41 -1.76  0.372
H2 -5.40 -0.26 2.22  0.218
H3 -4.87 -2.92 2.61  0.290
H4 -5.50 -3.72 1.17  0.310
H5 -6.52 -2.56 2.06  0.361
H6 -4.68 1.68 1.11  0.435
H7 -4.91 0.77 -0.43  0.277
H8 1.28 -0.68 1.71  0.441
H9 2.99 -0.79 1.93  0.373
H10 1.02 -1.30 -1.78  0.367
H11 0.26 -1.36 -0.24  0.644
H12 3.27 1.45 1.78  0.415
H13 1.50 1.66 1.63  0.356
H14 1.62 2.08 -2.03  0.414
H15 0.85 2.66 -0.52  0.519
H16 4.95 -1.03 -0.67  0.399
H17 4.68 0.02 0.73  0.414
H18 5.30 0.70 -0.81  0.334
H19 2.35 0.31 -2.73  0.410
H20 3.76 -0.77 -2.60  0.347
H21 4.02 1.00 -2.55  0.354
H22 -0.04 0.58 -2.17  0.357
H23 2.75 -1.83 -0.27  0.442
H24 3.31 2.30 -0.33  0.419

The SMILES is CC(=O)NCc1cn([C@H]2C[C@H]3CC[C@@H](C2)[N+]3(C)C)nn1. The HOMO energy comes out at -11.4 eV. As for the spin multiplicity: 1. The orbital gap comes out at 8.84 eV. Its net charge is +1. The electronic energy is -896.63378 Eh.

---

(4)
The following is a DFT calculation (ωB97M-V/def2-TZVPD) of a structure of composition C25H27IrN8O6S.

Each line ends with the Mulliken charge.
Geometry (Å):
Ir1 0.67 -0.03 0.01  1.379
O1 0.45 -3.11 6.26  -0.500
C1 0.00 -1.79 6.09  -0.551
C2 0.20 -1.36 4.67  0.264
C3 -0.13 -0.07 4.26  -1.079
C4 0.03 0.27 2.93  -0.078
N1 0.47 -0.59 2.01  -0.034
C5 0.81 -1.83 2.39  0.929
C6 0.68 -2.24 3.71  -0.674
C7 1.34 -2.73 1.35  0.259
C8 1.51 -4.10 1.53  -0.770
C9 2.06 -4.85 0.51  0.592
C10 2.20 -6.35 0.65  -0.829
O2 1.82 -6.83 1.91  -0.529
C11 2.46 -4.20 -0.66  -0.964
C12 2.24 -2.84 -0.77  -0.390
N2 1.69 -2.14 0.20  -0.446
H1 0.35 -3.37 7.18  0.326
H2 0.54 -1.10 6.75  0.364
H3 -1.07 -1.70 6.31  0.345
H4 -0.51 0.67 4.95  0.476
H5 -0.22 1.26 2.59  0.367
H6 0.96 -3.23 4.03  0.590
H7 1.19 -4.59 2.44  0.626
H8 3.22 -6.65 0.38  0.434
H9 1.51 -6.82 -0.07  0.315
H10 2.58 -6.87 2.51  0.317
H11 2.92 -4.75 -1.47  0.481
H12 2.53 -2.29 -1.66  0.515
O3 2.30 0.90 0.45  -0.492
O4 3.33 0.77 -0.31  -0.328
O5 -1.06 -1.37 -2.62  -0.798
C13 -1.64 -1.36 -1.54  0.492
O6 -1.17 -1.05 -0.41  -0.792
C14 -3.15 -1.77 -1.57  -0.201
N3 -3.48 -2.01 -3.01  0.081
C15 -4.71 -1.23 -3.36  -0.542
C16 -5.32 -0.88 -2.01  -0.663
C17 -4.09 -0.64 -1.14  -0.574
H13 -3.30 -2.66 -0.97  0.372
H14 -3.59 -3.00 -3.22  0.403
H15 -2.63 -1.66 -3.52  0.318
H16 -5.37 -1.82 -4.00  0.414
H17 -4.40 -0.33 -3.90  0.227
H18 -5.90 -1.71 -1.62  0.314
H19 -5.96 -0.01 -2.08  0.393
H20 -4.30 -0.68 -0.08  0.392
H21 -3.64 0.33 -1.36  0.191
C18 -1.42 5.30 -0.88  -0.823
N4 -0.10 4.85 -0.56  0.272
C19 1.04 5.58 -0.67  -0.281
C20 2.09 4.80 -0.28  -0.470
N5 1.57 3.59 0.07  0.243
C21 0.23 3.62 -0.09  0.243
S1 -0.87 2.38 0.25  -0.278
H22 -1.42 5.75 -1.87  0.384
H23 -1.76 6.04 -0.16  0.368
H24 -2.11 4.45 -0.86  0.265
H25 1.04 6.60 -1.01  0.514
H26 3.14 5.01 -0.26  0.486
H27 2.08 2.77 0.40  0.220
N6 0.74 0.65 -1.80  -0.181
C22 0.29 1.09 -2.78  0.682
C23 -0.35 1.61 -3.87  0.002
C24 -0.04 2.90 -4.32  -0.029
N7 0.18 3.99 -4.60  -0.442
C25 -1.44 0.88 -4.34  0.418
N8 -2.37 0.26 -4.63  -0.532

Its expectation value of S² is 6.0477. The HOMO energy (alpha / beta) comes out at -13.1 / -13.5 eV. The calculation puts the energy above the lowest of the compared OMol25 structures with the same formula, charge and spin at 13.1 kcal/mol. As for the spin multiplicity: 5. The orbital gap (alpha / beta) comes out at 7.82 / 4.38 eV. Its net charge is +2. The electronic energy is -2360.18515 Eh.